Model one:
Entry from the Open Molecules 2025 dataset: a cluster of 5 separate species, CH12O4 in total (the ωB97M-V functional and the def2-TZVPD basis).

CARTESIAN COORDINATES (ANGSTROEM)
C: 2.004 -0.643 -1.207
H: 1.630 -0.839 -2.215
H: 1.412 -1.282 -0.562
H: 3.090 -0.642 -1.238
H: 1.773 0.390 -0.940
O: -0.666 1.475 -1.170
H: -0.764 0.793 -1.827
H: -0.120 1.498 -0.350
O: -0.012 -1.062 1.786
H: -0.604 -1.346 1.057
H: 0.772 -1.621 1.643
O: 0.598 1.423 1.229
H: 0.485 0.527 1.658
H: -0.244 1.883 1.257
O: -1.870 -1.136 -0.609
H: -1.380 -0.315 -0.816
H: -2.537 -0.844 0.011

The HOMO energy comes out at -11.41 eV. The value obtained for the LUMO energy is 0.5 eV. The multiplicity is 1. The SMILES is C.O.O.O.O.

Atomic partial charges in e from the Mulliken method, atoms 1 to 8: atom 1 (C): -0.933, atom 2 (H): 0.287, atom 3 (H): 0.128, atom 4 (H): 0.331, atom 5 (H): 0.205, atom 6 (O): -0.690, atom 7 (H): 0.317, atom 8 (H): 0.403

Model two:
Entry from the Open Molecules 2025 dataset: a cluster of 5 separate species, CH12O4 in total (the ωB97M-V functional and the def2-TZVPD basis).

CARTESIAN COORDINATES (ANGSTROEM)
C: -2.533 3.594 -0.037
H: -2.483 4.642 0.268
H: -1.660 3.128 0.432
H: -3.417 3.136 0.383
H: -2.340 3.568 -1.105
O: -1.991 -3.580 1.805
H: -1.143 -3.990 1.571
H: -1.944 -2.742 1.317
O: 1.614 2.095 -0.547
H: 1.304 2.975 -0.826
H: 2.526 2.059 -0.836
O: 0.104 -0.318 1.174
H: 0.774 0.275 0.753
H: 0.248 -0.023 2.070
O: 2.630 -1.991 -2.416
H: 2.422 -2.817 -1.977
H: 2.203 -1.294 -1.864

The HOMO energy comes out at -11.29 eV. The value obtained for the LUMO energy is 0.2 eV. The multiplicity is 1. The SMILES is C.O.O.O.O.

Atomic partial charges in e from the Mulliken method, atoms 1 to 8: atom 1 (C): -0.913, atom 2 (H): 0.267, atom 3 (H): 0.174, atom 4 (H): 0.246, atom 5 (H): 0.230, atom 6 (O): -0.643, atom 7 (H): 0.315, atom 8 (H): 0.323

model two is preferred energetically. Next in line: 7.5 kJ/mol higher.

Model one:
Entry from the Open Molecules 2025 dataset: an isolated molecule of HNO3S (the ωB97M-V functional and the def2-TZVPD basis).

CARTESIAN COORDINATES (ANGSTROEM)
N: 0.201 -0.854 -0.452
O: -0.948 -0.805 -0.353
O: 0.966 -1.627 -0.873
O: 0.813 0.361 -0.056
S: 0.189 1.449 1.014
H: -1.220 1.476 0.719

The HOMO energy comes out at -9.84 eV. The value obtained for the LUMO energy is 0.2 eV. The multiplicity is 1.

Population analysis type Mulliken, resulting atomic charges in e: atom 1 (N): 1.216, atom 2 (O): -0.548, atom 3 (O): -0.526, atom 4 (O): -0.320, atom 5 (S): -0.003, atom 6 (H): 0.181

Model two:
Entry from the Open Molecules 2025 dataset: a cluster of 2 separate species, HNO3S in total (the ωB97M-V functional and the def2-TZVPD basis).

CARTESIAN COORDINATES (ANGSTROEM)
N: -0.813 0.113 -0.748
O: -0.372 -0.964 -0.431
O: -1.764 0.610 -1.170
O: 0.686 1.098 0.256
S: 1.548 -0.068 0.654
H: 0.715 -0.790 1.439

The HOMO energy (alpha / beta) comes out at -9.39 / -9.16 eV. The value obtained for the LUMO energy (alpha / beta) is -1.1 / -0.8 eV. The multiplicity is 1.

Population analysis type Mulliken, resulting atomic charges in e: atom 1 (N): 0.958, atom 2 (O): -0.490, atom 3 (O): -0.442, atom 4 (O): -0.428, atom 5 (S): 0.224, atom 6 (H): 0.177

model one is preferred energetically. Next in line: 58.1 kJ/mol higher.

Model one:
Entry from the Open Molecules 2025 dataset: a cluster of 8 separate species, C32H56N8 in total (the ωB97M-V functional and the def2-TZVPD basis).

CARTESIAN COORDINATES (ANGSTROEM)
C: -0.016 3.945 -4.134
C: -0.665 2.917 -3.073
C: -1.035 3.623 -1.812
C: -1.457 5.057 -1.747
N: -1.840 6.191 -1.710
H: 0.844 4.439 -3.681
H: -0.767 4.711 -4.328
H: 0.330 3.411 -5.019
H: 0.108 2.162 -2.927
H: -1.577 2.540 -3.538
H: -0.184 3.664 -1.132
H: -1.835 3.061 -1.330
C: -4.693 -2.800 2.876
C: -4.742 -1.301 2.612
C: -3.516 -0.630 3.166
C: -3.418 -0.519 4.557
N: -3.403 -0.453 5.712
H: -5.552 -3.268 2.396
H: -4.723 -2.991 3.948
H: -3.839 -3.255 2.372
H: -5.701 -0.990 3.026
H: -4.859 -1.164 1.537
H: -3.513 0.384 2.765
H: -2.605 -1.004 2.698
C: -0.107 -1.222 -5.598
C: -0.071 -2.003 -4.318
C: 0.503 -3.487 -4.356
C: 1.836 -3.815 -4.774
N: 2.937 -4.067 -5.067
H: -0.368 -0.164 -5.551
H: -0.822 -1.602 -6.328
H: 0.866 -1.387 -6.059
H: -1.005 -1.865 -3.775
H: 0.660 -1.475 -3.706
H: -0.075 -4.051 -5.088
H: 0.310 -3.949 -3.387
C: 4.706 0.273 -3.495
C: 5.940 -0.548 -4.019
C: 5.880 -2.079 -3.620
C: 7.037 -2.961 -3.955
N: 7.897 -3.672 -4.228
H: 3.875 0.006 -4.148
H: 4.897 1.336 -3.354
H: 4.322 -0.149 -2.566
H: 6.800 -0.146 -3.482
H: 6.178 -0.332 -5.060
H: 5.048 -2.531 -4.161
H: 5.501 -2.283 -2.619
C: 1.622 -6.959 -1.837
C: 1.269 -6.125 -0.494
C: 2.239 -4.997 -0.236
C: 2.161 -3.739 -1.094
N: 2.181 -2.870 -1.859
H: 2.691 -7.141 -1.949
H: 1.510 -6.290 -2.689
H: 1.076 -7.902 -1.819
H: 1.255 -6.801 0.361
H: 0.322 -5.591 -0.568
H: 3.249 -5.380 -0.375
H: 2.170 -4.730 0.819
C: 1.681 0.516 -0.701
C: 2.006 -0.110 0.686
C: 1.464 0.702 1.913
C: 0.067 1.068 2.045
N: -1.040 1.332 2.151
H: 2.152 1.491 -0.826
H: 0.614 0.592 -0.911
H: 2.023 -0.232 -1.416
H: 3.084 -0.261 0.738
H: 1.660 -1.133 0.834
H: 2.026 1.636 1.927
H: 1.555 0.085 2.806
C: -3.581 3.644 3.458
C: -4.515 3.485 2.272
C: -3.739 2.716 1.079
C: -4.623 2.453 -0.090
N: -5.329 2.248 -1.007
H: -4.154 4.166 4.224
H: -2.656 4.152 3.184
H: -3.215 2.783 4.017
H: -4.851 4.496 2.041
H: -5.388 2.876 2.506
H: -3.448 1.724 1.425
H: -2.853 3.268 0.764
C: 0.358 2.582 5.584
C: -0.315 2.528 6.924
C: -1.241 3.793 7.292
C: -0.801 4.984 6.583
N: -0.431 5.847 5.885
H: -0.338 2.238 4.819
H: 1.189 1.879 5.544
H: 0.772 3.576 5.410
H: 0.516 2.557 7.629
H: -0.852 1.614 7.177
H: -1.379 4.018 8.349
H: -2.250 3.657 6.903

The HOMO energy comes out at -11.19 eV. The value obtained for the LUMO energy is -0.3 eV. The multiplicity is 1. The SMILES is CCCC#N.CCCC#N.CCCC#N.CCCC#N.CCCC#N.CCCC#N.CCCC#N.CCCC#N.

Atomic partial charges in e from the Mulliken method, atoms 1 to 8: atom 1 (C): -1.362, atom 2 (C): -0.210, atom 3 (C): 0.417, atom 4 (C): -0.065, atom 5 (N): -0.494, atom 6 (H): 0.330, atom 7 (H): 0.391, atom 8 (H): 0.389

Model two:
Entry from the Open Molecules 2025 dataset: a cluster of 8 separate species, C32H56N8 in total (the ωB97M-V functional and the def2-TZVPD basis).

CARTESIAN COORDINATES (ANGSTROEM)
C: 0.667 1.840 5.353
C: 1.806 0.854 5.560
C: 2.900 0.889 4.484
C: 2.385 0.807 3.082
N: 1.979 0.756 2.000
H: -0.036 1.812 6.185
H: 0.284 1.637 4.354
H: 0.995 2.863 5.535
H: 1.349 -0.134 5.513
H: 2.270 0.923 6.544
H: 3.544 0.012 4.557
H: 3.605 1.720 4.519
C: 4.474 -4.715 2.448
C: 3.106 -4.442 1.746
C: 2.697 -5.521 0.730
C: 3.755 -5.844 -0.252
N: 4.592 -6.103 -1.058
H: 5.239 -4.909 1.696
H: 4.388 -5.599 3.081
H: 4.751 -3.814 2.995
H: 3.247 -3.544 1.145
H: 2.278 -4.261 2.431
H: 1.907 -5.153 0.076
H: 2.303 -6.359 1.306
C: 2.180 -1.359 -3.237
C: 3.582 -0.762 -3.047
C: 3.581 0.462 -2.155
C: 2.862 1.692 -2.670
N: 2.382 2.699 -2.979
H: 2.131 -2.430 -3.429
H: 1.823 -0.694 -4.025
H: 1.588 -1.176 -2.340
H: 4.064 -0.403 -3.956
H: 4.180 -1.503 -2.516
H: 4.621 0.664 -1.899
H: 3.123 0.276 -1.183
C: -3.244 5.537 1.087
C: -2.064 5.134 2.030
C: -2.368 4.029 3.071
C: -2.843 2.840 2.393
N: -3.208 1.899 1.851
H: -3.775 4.715 0.607
H: -3.037 6.342 0.381
H: -3.995 5.949 1.762
H: -1.734 6.094 2.427
H: -1.251 4.656 1.484
H: -3.159 4.268 3.782
H: -1.490 3.870 3.698
C: -2.616 4.517 -2.073
C: -1.846 3.351 -1.434
C: -0.286 3.464 -1.707
C: 0.508 4.355 -0.869
N: 1.130 5.097 -0.252
H: -2.399 5.491 -1.633
H: -3.704 4.488 -2.022
H: -2.325 4.497 -3.123
H: -2.183 2.528 -2.063
H: -2.229 3.325 -0.414
H: -0.104 3.513 -2.780
H: 0.149 2.480 -1.531
C: -1.729 -1.006 -1.735
C: -1.934 -0.504 -0.261
C: -0.782 -0.998 0.658
C: -0.497 -2.420 0.655
N: -0.179 -3.503 0.679
H: -0.744 -1.030 -2.201
H: -2.319 -0.539 -2.524
H: -1.978 -2.066 -1.710
H: -2.918 -0.713 0.159
H: -1.902 0.585 -0.284
H: -1.058 -0.920 1.710
H: 0.172 -0.512 0.454
C: -3.171 -5.591 4.785
C: -1.949 -5.390 3.868
C: -1.712 -6.426 2.778
C: -2.831 -6.929 1.878
N: -3.723 -7.238 1.172
H: -3.269 -4.599 5.227
H: -2.993 -6.081 5.742
H: -4.020 -5.927 4.190
H: -1.017 -5.217 4.407
H: -2.174 -4.413 3.439
H: -1.300 -7.313 3.259
H: -1.032 -5.999 2.041
C: -1.708 3.001 -7.996
C: -0.324 3.322 -7.210
C: 0.402 2.184 -6.441
C: -0.373 1.451 -5.430
N: -0.946 0.824 -4.620
H: -2.542 2.679 -7.372
H: -1.569 2.136 -8.645
H: -2.119 3.899 -8.457
H: -0.726 3.985 -6.444
H: 0.369 3.868 -7.850
H: 1.386 2.341 -5.998
H: 0.677 1.437 -7.186

The HOMO energy comes out at -11.00 eV. The value obtained for the LUMO energy is 0.2 eV. The multiplicity is 1. The SMILES is CCCC#N.CCCC#N.CCCC#N.CCCC#N.CCCC#N.CCCC#N.CCCC#N.CCCC#N.

Atomic partial charges in e from the Mulliken method, atoms 1 to 8: atom 1 (C): -1.007, atom 2 (C): -0.544, atom 3 (C): -0.368, atom 4 (C): 0.154, atom 5 (N): -0.388, atom 6 (H): 0.417, atom 7 (H): 0.185, atom 8 (H): 0.334

model two is preferred energetically. Next in line: 19.2 kJ/mol higher.

Model one:
Entry from the Open Molecules 2025 dataset: a cluster of 2 separate species, C4H14N3O in total (the ωB97M-V functional and the def2-TZVPD basis).

CARTESIAN COORDINATES (ANGSTROEM)
C: 0.579 -2.956 1.990
N: 1.607 -1.917 1.890
C: 1.080 -0.595 1.670
N: 0.820 -0.367 0.222
H: 1.059 -3.898 2.235
H: -0.170 -2.733 2.761
H: 0.065 -3.059 1.035
H: 2.179 -1.922 2.725
H: 1.833 0.132 1.969
H: 0.141 -0.418 2.207
H: 1.708 -0.460 -0.267
H: 0.261 -1.146 -0.121
O: -0.528 1.202 -2.854
C: -1.596 1.233 -2.309
C: -1.720 1.672 -0.867
N: -0.370 1.904 -0.326
H: -2.545 1.021 -2.829
H: -2.355 2.556 -0.794
H: -2.228 0.882 -0.306
H: -0.390 2.534 0.472
H: 0.173 0.868 -0.076
H: 0.203 2.327 -1.060

The HOMO energy comes out at -12.84 eV. The value obtained for the LUMO energy is -3.0 eV. As for the charge: +1. The multiplicity is 1.

Atomic partial charges in e from the Mulliken method, atoms 1 to 8: atom 1 (C): -0.844, atom 2 (N): -0.366, atom 3 (C): -0.605, atom 4 (N): -0.612, atom 5 (H): 0.338, atom 6 (H): 0.317, atom 7 (H): 0.258, atom 8 (H): 0.263

Model two:
Entry from the Open Molecules 2025 dataset: a cluster of 2 separate species, C4H14N3O in total (the ωB97M-V functional and the def2-TZVPD basis).

CARTESIAN COORDINATES (ANGSTROEM)
C: -1.360 -0.755 -1.284
C: -1.568 -0.097 0.093
C: -0.203 -0.007 0.662
C: 0.846 -0.832 0.614
N: 2.170 -0.498 0.975
N: -0.084 1.423 1.132
N: -2.004 -2.154 -1.298
H: -0.278 -0.852 -1.566
H: -1.890 -0.062 -1.986
H: -2.170 -0.610 0.856
H: -1.985 0.924 0.030
H: 0.698 -1.802 0.361
H: 2.708 0.297 1.123
H: 2.684 -1.340 1.063
H: -0.637 2.058 0.569
H: 0.925 1.788 0.834
H: -0.138 1.625 2.207
H: -2.699 -2.118 -0.741
H: -2.334 -2.547 -2.149
H: 1.342 2.773 -1.120
H: 2.490 1.879 -1.091
O: 1.803 2.092 -0.569

The HOMO energy comes out at -12.09 eV. The value obtained for the LUMO energy is -3.4 eV. As for the charge: +1. The multiplicity is 1.

Atomic partial charges in e from the Mulliken method, atoms 1 to 8: atom 1 (C): -0.536, atom 2 (C): -0.567, atom 3 (C): 0.039, atom 4 (C): -0.416, atom 5 (N): -0.402, atom 6 (N): -0.409, atom 7 (N): -0.547, atom 8 (H): 0.351

model one is preferred energetically. Next in line: 216.1 kJ/mol higher.